Entry 1:
Below is a cluster of 2 separate species, C7H15NSSi in total at a distorted geometry, with properties calculated with the ωB97M-V functional and the def2-TZVPD basis.

Element x y z (Å)
C  1.2022  2.6951  -0.9070
C  2.7958  0.7568  -1.9445
C  1.8847  1.3114  -0.8095
C  1.4145  0.4244  -1.8516
C  -0.1663  -0.0758  1.9071
C  -1.8770  -0.4306  -0.8138
C  -1.5673  -2.7444  1.2674
N  1.5062  3.4554  -1.8316
Si  -0.6237  -1.3314  0.5441
S  1.1204  -2.0041  -0.4123
H  0.5008  2.9748  -0.0061
H  3.0724  1.3576  -2.8092
H  3.7227  0.0796  -1.7069
H  2.0271  0.7803  0.2216
H  0.6063  0.3991  -2.6512
H  -0.8532  0.6529  2.2630
H  0.0154  -0.6803  2.8135
H  0.8985  0.3003  1.7868
H  -1.1247  0.0421  -1.3842
H  -2.4028  -1.2847  -1.3939
H  -2.5856  0.3850  -0.5121
H  -1.9693  -3.3932  0.5131
H  -0.7158  -3.3995  1.7525
H  -2.3968  -2.6404  2.1460
H  1.0235  4.3377  -1.6469

The charge is 0. The calculation puts the largest force on an atom at 0.07912 hartree/bohr. The calculated total energy comes out at -1017.99491 hartree. The HOMO-LUMO gap (spin up / spin down) is 7.24 / 6.84 eV.

=====

Entry 2:
Below is a structure of composition C49H41BaN3O2P3S, with properties calculated with the ωB97M-V functional and the def2-TZVPD basis.

Element x y z (Å)
Ba  0.1097  -0.6509  -0.8129
N  -2.8884  -4.3676  0.6752
C  -3.0928  -3.7380  1.8918
C  -3.7800  -4.1123  3.0398
C  -3.7684  -3.2114  4.0883
C  -3.0925  -1.9860  3.9938
C  -2.4113  -1.6254  2.8488
C  -2.4186  -2.5209  1.7808
N  -1.8242  -2.4287  0.5232
C  -2.1258  -3.5479  -0.0958
C  -1.7198  -3.8742  -1.4607
C  -1.9304  -5.0484  -2.1119
S  -1.3051  -4.9512  -3.6990
C  -0.7943  -3.3494  -3.4047
N  -1.0742  -2.9132  -2.2075
H  -3.2539  -5.2640  0.4044
H  -4.3002  -5.0578  3.1149
H  -4.2917  -3.4558  5.0025
H  -3.1049  -1.3117  4.8400
H  -1.8859  -0.6794  2.7795
H  -2.3933  -5.9501  -1.7456
H  -0.2420  -2.7703  -4.1396
O  2.0134  -1.9285  -4.4566
C  2.1876  -1.3240  -3.4106
O  1.3474  -0.5219  -2.8442
C  3.4760  -1.5473  -2.6174
P  3.1093  -2.1242  -0.9164
C  4.7352  -2.0810  -0.1000
C  5.7512  -2.9714  -0.4468
C  6.9902  -2.8910  0.1694
C  7.2258  -1.9192  1.1365
C  6.2208  -1.0309  1.4884
C  4.9768  -1.1155  0.8747
C  2.7463  -3.9018  -1.1008
C  2.6266  -4.6742  0.0584
C  2.2707  -6.0117  -0.0169
C  2.0166  -6.5944  -1.2551
C  2.1279  -5.8340  -2.4085
C  2.4912  -4.4916  -2.3385
H  3.9754  -0.5841  -2.4847
H  4.1554  -2.2181  -3.1418
H  5.5661  -3.7331  -1.1957
H  7.7739  -3.5857  -0.1029
H  8.1936  -1.8590  1.6167
H  6.4013  -0.2772  2.2437
H  4.1886  -0.4264  1.1550
H  2.8307  -4.2277  1.0263
H  2.1995  -6.6022  0.8874
H  1.7474  -7.6410  -1.3168
H  1.9490  -6.2855  -3.3765
H  2.5805  -3.9185  -3.2553
C  -0.2758  3.3704  0.8965
P  0.1605  2.8190  -0.7931
C  -1.2299  3.3429  -1.8592
C  -1.3945  4.6709  -2.2585
C  -2.4766  5.0386  -3.0455
C  -3.4029  4.0835  -3.4508
C  -3.2411  2.7581  -3.0722
C  -2.1576  2.3947  -2.2860
C  1.5450  3.8454  -1.3675
C  2.1772  3.4309  -2.5430
C  3.2481  4.1519  -3.0483
C  3.7088  5.2777  -2.3755
C  3.0950  5.6833  -1.2004
C  2.0129  4.9705  -0.6974
P  -1.1959  1.9504  1.6476
C  -2.8811  2.1567  0.9860
C  -3.5743  1.0078  0.6146
C  -4.8593  1.0958  0.0879
C  -5.4535  2.3396  -0.0793
C  -4.7684  3.4920  0.2963
C  -3.4935  3.4001  0.8333
C  -1.3738  2.4812  3.3966
C  -0.2169  2.6333  4.1664
C  -0.2976  2.9661  5.5101
C  -1.5393  3.1323  6.1101
C  -2.6934  2.9651  5.3582
C  -2.6131  2.6424  4.0089
H  -0.7637  4.3432  0.9851
H  0.6708  3.4121  1.4426
H  -0.6730  5.4189  -1.9554
H  -2.5939  6.0709  -3.3484
H  -4.2417  4.3721  -4.0705
H  -3.9528  2.0072  -3.3895
H  -2.0546  1.3536  -1.9912
H  1.8334  2.5377  -3.0574
H  3.7304  3.8301  -3.9618
H  4.5493  5.8346  -2.7679
H  3.4535  6.5586  -0.6748
H  1.5312  5.3022  0.2148
H  -3.1116  0.0334  0.7364
H  -5.3907  0.1954  -0.1912
H  -6.4487  2.4142  -0.4974
H  -5.2300  4.4626  0.1689
H  -2.9757  4.3058  1.1279
H  0.7586  2.4869  3.7166
H  0.6070  3.0901  6.0909
H  -1.6050  3.3887  7.1591
H  -3.6639  3.0925  5.8197
H  -3.5244  2.5246  3.4315

The charge is +1. The calculation puts the largest force on an atom at 0.01344 hartree/bohr. The calculated total energy comes out at -3654.32446 hartree. The HOMO-LUMO gap is 8.40 eV.

=====

Entry 3:
Below is a structure of composition C15H17N7ORuS8, with properties calculated with the ωB97M-V functional and the def2-TZVPD basis.

Element x y z (Å)
Ru  -0.0729  -0.0120  0.4875
N  0.2182  4.1101  1.4058
C  -0.1316  2.8995  1.8649
N  0.1293  2.0166  0.9284
C  0.6319  2.7535  -0.0954
N  0.7093  4.0405  0.1494
C  1.0049  2.0442  -1.3194
C  1.6516  2.6380  -2.3893
N  2.0045  1.9499  -3.4701
C  1.6766  0.6607  -3.4644
C  1.0287  0.0451  -2.4069
N  0.7029  0.7296  -1.3037
H  0.1200  4.9997  1.8616
H  -0.5664  2.7003  2.8318
H  1.8889  3.6942  -2.3552
H  1.9444  0.0780  -4.3376
H  0.7720  -1.0064  -2.4244
O  -4.9719  3.1105  3.8946
C  -4.2025  2.4066  3.2850
S  -2.9908  1.3660  4.0563
C  -2.3031  0.7034  2.5846
C  -2.8238  1.1327  1.4228
S  -2.2640  0.5996  -0.1534
S  -4.1250  2.3080  1.5230
S  -0.9729  -0.4393  2.6777
S  -0.7952  -3.5926  0.9236
S  0.8077  -4.9550  1.0435
S  2.2538  -4.5036  -0.1655
S  -0.3682  -2.1780  -0.4373
C  2.6825  0.6674  1.8994
C  4.1198  0.2988  2.3572
N  4.4380  -1.0895  2.0313
C  4.3384  -1.2654  0.5827
C  2.9372  -0.8524  0.0744
N  2.0612  -0.4753  1.2068
C  2.0215  -1.6172  2.1567
C  3.4421  -1.9540  2.6656
H  2.7030  1.5158  1.2127
H  2.0376  0.9241  2.7414
H  4.2279  0.4313  3.4359
H  4.8572  0.9394  1.8676
H  4.5372  -2.3130  0.3481
H  5.1179  -0.6605  0.1123
H  2.4457  -1.6607  -0.4646
H  3.0161  0.0115  -0.5875
H  1.5737  -2.4553  1.6306
H  1.3603  -1.3420  2.9755
H  3.6978  -2.9920  2.4444
H  3.5144  -1.8149  3.7469

The charge is -1. Its spin multiplicity is 2. The calculation puts the largest force on an atom at 0.00682 hartree/bohr. The calculated total energy comes out at -4320.90642 hartree. The HOMO-LUMO gap (spin up / spin down) is 5.34 / 4.86 eV.

=====

Entry 4:
Below is an isolated molecule of C3H3ClFNS at a distorted geometry, with properties calculated with the ωB97M-V functional and the def2-TZVPD basis.

Element x y z (Å)
C  0.2458  -0.8394  0.6109
C  -1.0313  -0.4063  -0.0916
C  -1.4994  0.8503  -0.3193
H  3.4833  0.3502  -0.1901
H  -0.0434  -1.6569  1.3827
H  -2.3624  0.9369  -0.9319
N  1.4715  -0.5684  0.5435
F  -1.7658  -1.4507  -0.5717
S  2.2084  0.5388  -0.5531
Cl  -0.7067  2.2456  0.1205

The charge is 0. The calculation puts the largest force on an atom at 0.06356 hartree/bohr. The calculated total energy comes out at -1129.03944 hartree. The HOMO-LUMO gap is 9.66 eV. As for the SMILES: FC(/C=N\S)=C/Cl.

=====

Entry 5:
Below is a cluster of 14 separate species, C43H112O29P4S3 in total at a distorted geometry, with properties calculated with the ωB97M-V functional and the def2-TZVPD basis.

Element x y z (Å)
C  -30.4446  -5.9914  3.1158
O  -29.7802  -6.5649  1.9724
H  -29.7873  -5.4707  3.8058
H  -31.1313  -5.3108  2.7419
H  -30.8512  -6.8664  3.6204
H  -29.5416  -7.4603  2.1656
C  -32.3720  -10.7135  -0.9483
O  -31.0758  -10.9697  -0.4839
H  -33.0812  -10.4820  -0.1123
H  -32.4241  -9.9643  -1.7674
H  -32.7761  -11.6159  -1.3405
H  -30.6459  -10.0807  -0.3221
C  -32.0821  -13.8660  1.2014
O  -32.1123  -12.5283  1.5664
H  -32.7630  -14.4653  1.8401
H  -32.3864  -14.0270  0.1075
H  -31.1444  -14.3678  1.4076
H  -31.7744  -12.0011  0.7991
C  -28.9664  -7.9313  -1.4575
O  -28.8590  -8.7741  -0.3060
H  -28.5892  -8.6183  -2.3034
H  -30.0048  -7.5892  -1.6303
H  -28.1636  -7.1874  -1.3534
H  -27.9318  -9.0308  -0.2321
C  -32.3623  -10.3752  7.2168
O  -31.9830  -10.9886  5.9911
H  -31.4138  -10.2634  7.7905
H  -32.8315  -9.3695  7.1334
H  -33.0906  -10.9326  7.7751
H  -32.5882  -10.6260  5.2969
C  -31.0959  -9.4402  2.4363
O  -29.7564  -9.2281  2.8015
H  -31.7558  -9.0195  3.1705
H  -31.4213  -8.9882  1.4717
H  -31.2518  -10.5152  2.3890
H  -29.2726  -9.6321  2.1200
C  -32.1251  -4.6475  0.0592
O  -31.9885  -6.1146  0.2233
H  -33.0745  -4.4765  -0.3489
H  -32.0591  -4.2462  1.0838
H  -31.3003  -4.2051  -0.4923
H  -31.2047  -6.3639  0.8000
C  -24.9716  -12.8614  0.1002
C  -26.3703  -13.4890  -0.2899
C  -27.4340  -12.4563  0.0234
S  -26.7024  -11.0620  0.8813
O  -27.5124  -10.5871  1.9965
O  -26.2225  -10.0367  -0.0269
C  -25.1903  -12.0318  1.3601
H  -24.5861  -12.2709  -0.7425
H  -24.3361  -13.7291  0.2612
H  -26.5861  -14.3641  0.2797
H  -26.3628  -13.6894  -1.3193
H  -28.1661  -12.7914  0.7101
H  -28.0364  -12.1122  -0.8222
H  -25.4285  -12.6481  2.2553
H  -24.4894  -11.2940  1.6188
C  -36.7087  -6.5941  1.5098
C  -35.3354  -6.2052  1.0395
C  -35.1360  -6.7204  -0.3777
S  -36.2401  -8.1678  -0.5740
O  -35.4441  -9.3910  -0.6638
O  -37.2790  -7.7903  -1.5639
C  -36.9196  -8.0575  1.0795
H  -37.4838  -6.0174  1.0265
H  -36.8519  -6.3980  2.5599
H  -34.7663  -6.7474  1.7790
H  -35.0279  -5.1647  1.2136
H  -34.1071  -6.8764  -0.6368
H  -35.5433  -5.9065  -1.0183
H  -36.3053  -8.6878  1.7616
H  -37.9329  -8.4234  1.0983
C  -27.9000  -12.8172  5.5367
C  -29.3135  -12.3908  5.2362
C  -29.6229  -12.8092  3.7689
S  -28.8395  -14.4448  3.7866
O  -28.1091  -14.6887  2.5492
O  -29.8887  -15.4167  4.1687
C  -27.7623  -14.3016  5.2216
H  -27.7629  -12.6820  6.5799
H  -27.1473  -12.2170  5.0456
H  -29.6044  -11.3256  5.4676
H  -29.9811  -13.0342  5.7920
H  -29.1294  -12.3337  2.9390
H  -30.6835  -13.0351  3.6195
H  -26.7969  -14.7536  5.0915
H  -28.2639  -14.8659  5.9744
C  -31.3936  -2.1686  3.6558
C  -31.6132  -2.5439  5.1288
O  -32.8181  -3.2741  5.2432
P  -32.9399  -4.0404  6.6538
O  -31.6276  -4.3638  7.1833
O  -34.0292  -5.1893  6.3343
C  -33.5131  -6.3994  5.8519
C  -34.7293  -7.3513  5.6053
O  -33.7943  -3.0636  7.5717
C  -33.2402  -2.3734  8.6927
C  -33.4251  -0.8344  8.4796
H  -30.3517  -1.8497  3.4438
H  -31.4879  -3.0967  3.0734
H  -32.0703  -1.4034  3.2927
H  -30.7916  -3.1266  5.4763
H  -31.6294  -1.6589  5.7265
H  -32.9264  -6.3324  4.9714
H  -32.8298  -6.8058  6.5597
H  -35.2588  -7.3427  6.5765
H  -35.3219  -7.0286  4.7761
H  -34.3414  -8.3645  5.4463
H  -33.8652  -2.7326  9.4990
H  -32.2321  -2.7450  8.7940
H  -32.6296  -0.5081  7.8130
H  -34.3412  -0.6060  7.9031
H  -33.3454  -0.2805  9.3973
C  -27.0908  -9.5150  4.9737
C  -26.9783  -8.1300  4.3686
O  -27.4176  -7.0765  5.2894
P  -26.3144  -6.6035  6.2713
O  -25.3877  -7.5435  6.9919
O  -27.1127  -5.6683  7.2779
C  -27.6317  -5.9799  8.5754
C  -29.1215  -6.1435  8.4274
O  -25.5236  -5.6438  5.3212
C  -24.3567  -4.9060  5.8551
C  -23.6062  -4.2370  4.7141
H  -26.7445  -10.2594  4.2561
H  -26.3367  -9.5446  5.7563
H  -28.0680  -9.8232  5.3643
H  -25.9511  -7.9538  3.9955
H  -27.6359  -7.9712  3.5539
H  -27.1410  -6.8366  9.0581
H  -27.3223  -5.1804  9.3026
H  -29.5405  -6.4677  9.4106
H  -29.6147  -5.2824  7.9595
H  -29.2285  -6.8747  7.6330
H  -24.6911  -4.1457  6.5857
H  -23.8180  -5.6959  6.4445
H  -22.9158  -3.5237  5.0514
H  -23.1310  -4.9899  4.0647
H  -24.3614  -3.6841  4.1561
C  -24.7952  -1.6490  -1.6602
C  -25.8123  -2.7430  -1.4556
O  -26.3684  -2.5606  -0.1033
P  -27.7616  -3.2964  0.2448
O  -27.6718  -4.7532  0.0146
O  -28.0357  -2.8029  1.6935
C  -27.4442  -3.5434  2.8274
C  -28.2097  -3.2788  4.0829
O  -28.9258  -2.5837  -0.5515
C  -29.1566  -1.1583  -0.3482
C  -30.3802  -0.8154  -1.1395
H  -23.8153  -1.6760  -1.0892
H  -24.4874  -1.6833  -2.7328
H  -25.2065  -0.6469  -1.5590
H  -26.6709  -2.7175  -2.1496
H  -25.3883  -3.7039  -1.5621
H  -27.6237  -4.5941  2.5907
H  -26.3671  -3.2272  2.9328
H  -29.2614  -3.3853  3.8368
H  -27.8479  -3.9261  4.8686
H  -28.1837  -2.2438  4.4410
H  -29.3145  -0.9254  0.7101
H  -28.2691  -0.6228  -0.6593
H  -30.3107  -1.2896  -2.1456
H  -31.2227  -1.3498  -0.6535
H  -30.5466  0.2276  -1.2070
C  -38.9275  -10.8252  4.8138
C  -37.6613  -11.3100  5.5844
O  -36.4934  -10.5698  5.1872
P  -35.3123  -11.2156  4.3916
O  -34.1524  -10.2956  4.1351
O  -34.9994  -12.4582  5.3054
C  -34.0447  -13.4164  4.6750
C  -33.3953  -14.2852  5.7293
O  -35.9310  -11.8504  3.0807
C  -35.3509  -11.7825  1.7323
C  -35.9629  -12.9033  0.9864
H  -39.7985  -11.3847  5.1510
H  -39.0169  -9.7294  4.9856
H  -38.7503  -10.9173  3.7138
H  -37.8264  -11.0204  6.6925
H  -37.4466  -12.3775  5.4447
H  -34.6704  -13.9651  3.9415
H  -33.3734  -12.7261  4.1823
H  -34.2431  -14.8022  6.1768
H  -32.7310  -15.0122  5.1968
H  -32.7815  -13.6410  6.3882
H  -35.5458  -10.7920  1.3695
H  -34.2873  -11.8937  1.7938
H  -35.6375  -12.9660  -0.0940
H  -35.5707  -13.8252  1.4197
H  -37.0377  -12.8095  1.0555

The charge is 0. The calculation puts the largest force on an atom at 0.07355 hartree/bohr. The calculated total energy comes out at -6447.76207 hartree. The HOMO-LUMO gap is 10.20 eV.

=====

Entry 6:
Below is a structure of composition C3H6N2S2 at a distorted geometry, with properties calculated with the ωB97M-V functional and the def2-TZVPD basis.

Element x y z (Å)
C  -1.2707  1.7352  -0.0117
C  -1.1710  0.2187  -0.1152
C  0.6468  -1.5790  -0.0896
H  -0.4946  1.9842  0.8409
H  -2.2651  2.1133  0.0173
H  -0.7178  2.2558  -0.7899
H  2.5462  0.4884  0.9409
H  -0.1437  -2.4029  -0.1916
H  1.8429  -2.8436  0.0519
N  0.1325  -0.2761  -0.0713
N  1.8723  -1.8406  -0.1443
S  -2.3644  -0.9080  -0.1660
S  1.3867  1.0545  -0.2714

The charge is 0. The calculation puts the largest force on an atom at 0.09365 hartree/bohr. The calculated total energy comes out at -1023.68107 hartree. The HOMO-LUMO gap is 8.46 eV.

=====

Q: Which of these has the highest charge?
A: C49H41BaN3O2P3S